Record 1
A cluster of 11 separate species, C33H77N11O11 in total in a non-equilibrium geometry, computed with ωB97M-V/def2-TZVPD.

strongest force on any atom	3.68	eV/A
SMILES	CN(C)C=O.CN(C)C=O.CN(C)C=O.CN(C)C=O.CN(C)C=O.CN(C)C=O.CN(C)C=O.CN(C)C=O.CN(C)C=O.CN(C)C=O.CN(C)C=O
electronic energy	-2733.42753	a.u.
frontier orbital gap	8.87	eV
relative energy (zero: lowest compared OMol25 entry of this formula, charge and spin)	887.3	kJ/mol

XYZ file:
```
132
Properties=species:S:1:pos:R:3:forces:R:3
C 2.526589 2.162496 -5.686366 -0.016 -1.399 1.195
N 2.494559 1.092243 -4.652001 1.443 0.933 -0.190
C 1.417403 0.154286 -4.758079 -0.701 -0.832 0.449
C 3.234502 1.184816 -3.505302 -2.440 -2.307 1.048
O 2.965733 0.432183 -2.523065 1.596 2.169 -2.051
H 3.517597 2.604322 -5.790302 -0.107 0.008 0.129
H 1.789079 2.867541 -5.302830 -0.033 0.463 -0.953
H 2.266708 1.620203 -6.595481 -0.165 0.749 -0.224
H 0.612878 0.459801 -5.427038 0.033 0.714 0.171
H 1.678170 -0.818251 -5.175544 0.618 -0.119 0.167
H 1.034404 -0.012582 -3.751313 -0.144 -0.198 -0.178
H 3.986217 1.986967 -3.565870 0.084 -0.236 0.374
C 5.457917 0.075660 4.859930 0.281 0.161 0.791
N 4.141042 -0.471741 4.684287 0.960 -0.408 -2.626
C 3.936271 -0.859850 3.278786 -1.006 -0.508 -0.342
C 3.281760 -0.534275 5.682254 -3.456 -0.861 0.939
O 2.125559 -1.008357 5.675394 2.414 0.917 -0.290
H 6.117449 -0.455168 4.173388 0.236 0.285 0.243
H 5.779956 -0.074016 5.890461 0.173 -0.115 -0.045
H 5.486405 1.152112 4.690987 0.135 0.038 -0.376
H 3.086695 -1.509156 3.067297 -0.240 0.082 0.796
H 3.778859 -0.010903 2.613495 0.106 0.428 0.262
H 4.774173 -1.414295 2.856144 0.338 0.086 0.476
H 3.685449 -0.048785 6.584222 0.054 -0.170 0.180
C -2.000659 2.714496 -4.875793 0.149 -0.231 -0.507
N -2.960903 3.490712 -4.111858 -0.280 0.722 -0.641
C -3.578594 2.809551 -3.019162 0.785 -0.896 1.307
C -3.450620 4.666169 -4.521872 -1.229 1.663 -0.546
O -4.413705 5.300885 -4.069542 1.426 -1.239 -0.090
H -1.528026 3.190044 -5.735192 -0.156 0.967 0.360
H -2.474465 1.878522 -5.390332 -0.311 -0.424 0.465
H -1.189673 2.340950 -4.250604 -0.105 -0.063 0.201
H -3.616095 1.767436 -3.336480 -0.555 -0.152 0.633
H -2.913924 2.907084 -2.160786 0.435 -0.514 0.159
H -4.489141 3.194820 -2.560285 -0.327 0.172 -1.231
H -2.913878 5.075370 -5.391740 0.178 -0.095 -0.064
C -3.587515 -4.429059 -2.353393 -0.422 0.376 -0.693
N -4.415803 -3.190581 -2.599442 1.599 -2.253 -0.057
C -5.447064 -3.288737 -3.582706 -1.159 0.296 0.075
C -4.103884 -2.041100 -1.993449 -0.908 1.329 0.487
O -4.705858 -0.957725 -2.141198 1.237 -1.809 0.048
H -3.120599 -4.781410 -3.273135 -0.076 0.352 -0.410
H -4.186643 -5.283974 -2.039921 -0.353 0.271 0.336
H -2.741663 -4.322928 -1.674141 -0.444 0.655 0.193
H -5.587727 -2.305492 -4.031638 0.104 -0.124 -0.288
H -5.311977 -4.088707 -4.310650 0.544 0.218 -0.058
H -6.399716 -3.521896 -3.107110 -0.207 -0.010 0.160
H -3.283771 -2.264518 -1.293650 0.110 0.878 0.083
C 0.431817 0.414347 1.162777 0.092 -0.235 -1.109
N 0.031124 -0.086317 -0.178918 0.045 0.376 1.271
C 0.107263 0.899914 -1.229781 0.058 0.444 -0.360
C -0.335534 -1.356654 -0.347183 0.186 -0.011 -3.138
O -0.591527 -1.803295 -1.509149 0.113 0.179 2.716
H 0.051122 1.424767 1.311788 -0.380 -0.280 0.211
H 1.514238 0.540377 1.186864 0.168 -0.164 0.036
H 0.122772 -0.306114 1.920085 -0.128 0.300 0.052
H -0.607476 1.699963 -1.036960 0.004 0.165 0.223
H 1.119616 1.302931 -1.258547 -0.017 0.128 0.085
H -0.105889 0.565743 -2.245154 -0.105 -0.657 0.460
H -0.285433 -1.920307 0.597259 -0.390 -0.286 -0.368
C -2.810563 4.446109 3.524020 -0.337 0.183 -0.363
N -2.610105 3.445346 4.547845 0.089 -0.120 1.293
C -3.624367 3.409724 5.662249 1.056 0.170 -0.763
C -1.588986 2.519332 4.413956 -2.051 -1.406 1.674
O -1.635287 1.419449 5.007759 0.731 2.285 -1.107
H -1.873732 4.885300 3.181167 0.132 -0.620 -0.468
H -3.372531 5.345005 3.777569 -0.154 -0.229 1.004
H -3.439957 3.974081 2.769602 0.446 0.256 -0.719
H -4.651516 3.261379 5.328992 0.101 -0.230 -0.342
H -3.372649 2.661352 6.413697 0.157 -0.013 -0.326
H -3.586056 4.398001 6.120440 -0.026 0.007 0.131
H -0.776035 2.853524 3.750911 -0.087 -0.246 -0.063
C -1.126610 -6.942939 -2.065551 -1.238 0.720 0.792
N -0.414115 -6.564154 -0.866973 2.031 -0.099 0.103
C -0.517601 -5.179446 -0.352657 -0.467 -0.634 -0.322
C 0.516767 -7.459621 -0.387689 -1.064 1.266 -1.542
O 1.189784 -7.260694 0.569702 1.260 0.013 1.866
H -1.263653 -6.147958 -2.798573 0.687 0.188 -0.026
H -2.125544 -7.087891 -1.654195 -0.558 -0.813 -0.803
H -0.692407 -7.820724 -2.544155 -0.217 0.045 0.193
H 0.070904 -4.951310 0.536001 0.143 -0.738 -0.104
H -0.227344 -4.456714 -1.115227 -0.098 -0.031 -0.192
H -1.563451 -5.027807 -0.085597 -0.063 0.272 0.057
H 0.641391 -8.344446 -1.030927 -0.280 -0.181 0.025
C 4.374543 2.113793 0.443237 1.423 0.885 -1.355
N 5.836104 2.257871 0.603715 -0.112 0.026 0.002
C 6.410542 1.080502 1.215981 0.895 0.743 0.935
C 6.615735 3.257104 0.094866 1.708 -1.111 0.055
O 7.867453 3.225151 0.047838 -2.779 0.249 0.300
H 4.292537 1.279301 -0.253175 -0.788 -0.329 0.387
H 4.048197 2.975192 -0.139499 -0.382 0.139 0.268
H 3.836646 2.027882 1.387373 0.069 -0.111 -0.175
H 5.770275 0.212714 1.057535 0.362 -0.002 -0.191
H 7.467736 0.963145 0.977933 -0.234 -0.264 -0.736
H 6.484253 1.296781 2.281763 -0.373 -0.337 0.428
H 6.006450 4.086005 -0.297432 0.149 0.074 -0.059
C 4.488706 3.838065 4.449242 0.050 -0.249 -0.360
N 3.474188 3.945098 3.389655 0.506 -0.645 0.843
C 3.639524 5.017737 2.403116 -0.214 -0.713 0.826
C 2.422261 3.077645 3.418793 -0.325 1.048 -1.605
O 1.580843 2.975638 2.507079 1.233 0.134 1.783
H 4.323899 2.933709 5.034972 -0.270 0.187 0.114
H 4.545498 4.701504 5.112081 -0.290 0.096 -0.034
H 5.481985 3.702821 4.021212 0.051 0.104 -0.262
H 2.805687 5.693211 2.594268 0.096 0.267 -0.689
H 4.585563 5.505278 2.638527 -0.127 0.092 -0.194
H 3.673562 4.596823 1.398240 -0.254 0.318 0.020
H 2.447515 2.543978 4.381472 -0.509 -0.520 -0.312
C -2.112068 -1.545791 -4.770727 1.510 0.136 -0.446
N -1.444712 -2.851662 -5.011274 -1.843 1.789 0.328
C -2.208190 -3.593712 -5.997121 0.986 -1.507 -0.576
C -0.248104 -3.165163 -4.439712 -0.278 -2.263 -0.998
O 0.343690 -4.202668 -4.764178 -0.213 1.261 0.603
H -3.193271 -1.591586 -4.640305 0.171 -0.341 0.285
H -1.912963 -0.945209 -5.658290 -0.304 0.191 -0.328
H -1.614394 -0.984504 -3.979920 -0.241 -0.364 0.452
H -1.776419 -4.575006 -6.193908 0.141 -0.174 0.652
H -3.253745 -3.739518 -5.725728 0.055 0.225 0.358
H -2.194371 -3.212561 -7.018210 0.061 0.944 0.092
H 0.078209 -2.498255 -3.626719 -0.101 0.098 -0.256
C -5.108818 -1.535450 4.160379 -0.768 -0.687 0.826
N -3.734685 -1.294385 4.581245 -1.220 0.306 1.101
C -3.463882 -0.921839 6.000552 -0.102 0.824 -0.538
C -2.755838 -1.213195 3.696935 2.903 -0.328 -1.116
O -2.710526 -1.540755 2.515821 -1.308 0.066 -0.079
H -5.269332 -2.019565 3.197070 0.848 0.324 -0.134
H -5.765151 -0.666857 4.213937 0.351 0.449 -0.134
H -5.566096 -2.232507 4.862593 0.079 -0.146 0.245
H -2.395212 -0.936883 6.214571 -0.089 -0.662 -0.152
H -3.682297 0.121787 6.226927 -0.395 0.276 -0.500
H -4.063999 -1.465819 6.729958 0.205 -0.628 -0.391
H -1.779430 -0.881258 4.082493 -0.367 0.154 0.774
```
Forces are in eV/Å.

Record 2
A cluster of 5 separate species, C47H41F2NO22S in total in a non-equilibrium geometry, computed with ωB97M-V/def2-TZVPD.

strongest force on any atom	4.02	eV/A
SMILES	Nc1c(CCF)cc(O)c2c1C(=O)c1c(CCCCS(=O)(=O)O)ccc(CCCF)c1C2=O.O=C1C=C(O)C(=O)C=C1O.O=C1C=C(O)C(=O)C=C1O.O=C1C=C(O)C(=O)C=C1O.O=C1C=C(O)C(=O)C=C1O
electronic energy	-4123.42417	a.u.
frontier orbital gap	6.74	eV

XYZ file:
```
114
Properties=species:S:1:pos:R:3:forces:R:3
N -3.080007 0.891153 -2.217476 0.439 0.960 -0.486
C -2.324494 2.096293 -2.436484 0.466 0.728 -0.201
C -2.948243 3.269707 -3.111870 2.792 0.561 0.925
C -4.416915 3.200560 -3.612324 0.459 -0.563 -0.305
C -4.758841 4.159640 -4.808379 -0.223 -0.689 0.248
F -6.153441 4.456923 -4.697172 1.281 -0.087 -0.343
C -2.080109 4.447498 -3.272702 0.151 -2.046 0.966
C -0.693073 4.471244 -2.762586 -0.988 -1.022 -0.259
O 0.011004 5.665553 -2.976728 -0.822 -0.777 0.802
C -0.088522 3.322871 -2.108560 -2.122 -0.809 -0.275
C -0.941610 2.110572 -1.970540 0.577 2.002 -0.040
C -0.257761 0.887252 -1.310642 -0.239 -0.074 -0.058
O -0.618383 -0.227562 -1.655876 0.411 0.469 0.336
C 0.898483 1.054308 -0.264922 0.601 1.214 0.118
C 1.162511 0.067465 0.776345 1.367 0.706 0.425
C 0.350293 -1.244496 0.994558 -0.399 -0.040 -0.824
C -1.195808 -1.032509 1.315827 -0.075 -0.155 0.628
C -1.555214 0.343355 1.992014 -0.885 -0.239 -0.221
C -0.819910 0.548072 3.372613 -0.435 -0.762 0.038
S -0.505895 2.319094 3.669469 -0.666 3.437 -1.982
O -1.752312 3.046874 3.886132 1.178 -2.017 0.910
O 0.217482 2.924549 2.544848 0.174 -1.787 1.482
O 0.413808 2.493608 5.018903 -0.439 -0.810 -1.083
C 2.301383 0.286045 1.697434 -0.362 1.985 -2.027
C 3.138171 1.477835 1.542141 -2.055 -0.901 -1.163
C 2.850705 2.472209 0.491717 -0.335 -0.883 -0.078
C 3.813579 3.690295 0.398623 0.389 -0.518 0.485
C 3.371992 4.933711 1.271645 1.498 0.264 -0.504
C 4.513322 6.023412 1.092295 -0.021 -0.438 -0.758
F 5.516485 5.882970 2.101616 -1.125 0.267 -0.683
C 1.724502 2.281631 -0.430390 0.261 -1.681 1.754
C 1.375730 3.303179 -1.549349 -1.084 0.009 -0.128
O 2.152614 4.115823 -1.998399 0.011 -0.569 0.580
H -4.082641 1.031642 -2.316550 0.423 -0.118 -0.190
H -2.719241 0.166467 -2.838225 -0.302 -0.067 0.525
H -4.572770 2.146956 -3.993025 0.079 1.058 0.399
H -5.172172 3.313794 -2.780305 0.857 0.213 -0.771
H -4.182039 5.113237 -4.832091 -0.687 -0.689 0.194
H -4.591185 3.600243 -5.771724 -0.297 0.735 0.879
H -2.481701 5.352573 -3.793549 0.681 -0.850 0.718
H -0.001574 6.121243 -2.115964 0.290 -0.030 -0.495
H 0.403592 -1.841003 0.039516 -0.055 0.591 0.941
H 0.832578 -1.905943 1.768605 -0.410 1.024 -0.610
H -1.836720 -1.164459 0.401385 0.779 0.339 0.783
H -1.526781 -1.844739 2.029069 0.479 0.734 -0.732
H -2.659670 0.309878 2.223871 1.102 0.163 -0.331
H -1.425251 1.181632 1.262740 0.196 -0.558 0.815
H -1.518233 0.184296 4.174205 0.821 0.559 -0.508
H 0.101710 -0.085337 3.409144 -0.483 0.984 0.082
H 1.356581 2.451154 4.753821 -0.531 0.054 -0.013
H 2.530409 -0.478911 2.483895 -0.264 0.836 -0.886
H 4.007403 1.598182 2.236248 -0.846 0.111 -0.859
H 4.055273 3.974404 -0.662408 -0.668 -0.209 1.121
H 4.800421 3.346000 0.831918 -0.978 0.334 -0.356
H 3.390752 4.648017 2.356311 -0.413 0.287 -0.960
H 2.388289 5.361568 0.958389 0.744 -0.482 0.358
H 5.064218 5.858554 0.120603 -0.622 0.103 0.946
H 4.118805 7.069116 1.046852 0.418 -0.797 0.611
O 2.826153 -2.280133 -0.964586 -0.152 0.085 -0.045
C 2.900515 -3.242184 -1.703143 0.527 -0.225 0.416
C 3.850753 -4.335268 -1.497147 -0.063 0.194 0.132
C 3.898600 -5.357424 -2.355237 0.567 -0.133 0.517
O 4.764151 -6.380686 -2.187536 -0.640 0.353 -0.615
C 2.997255 -5.421853 -3.546232 -0.563 0.214 -0.489
O 3.089291 -6.364164 -4.311651 0.301 -0.106 0.304
C 2.032190 -4.340801 -3.735271 0.199 -0.337 -0.055
C 1.982751 -3.320094 -2.871848 -0.810 0.322 -0.690
O 1.107478 -2.314171 -3.008062 0.705 -0.381 0.453
H 4.499692 -4.274621 -0.633495 0.022 0.009 -0.027
H 4.601650 -6.986006 -2.937843 0.067 -0.032 0.068
H 1.372211 -4.407001 -4.589173 0.019 0.016 0.016
H 1.278508 -1.714686 -2.253676 -0.278 0.158 -0.088
O -0.242480 -3.691883 3.052790 -0.038 -0.264 -0.225
C -0.790995 -4.612377 3.634325 0.017 0.354 0.610
C -1.123433 -4.560033 5.055719 0.140 0.148 -0.332
C -1.710525 -5.602154 5.653612 0.031 0.568 0.799
O -2.028184 -5.576675 6.959489 -0.024 -0.524 -0.757
C -2.042980 -6.849425 4.899200 -0.072 -0.471 -0.563
O -2.560219 -7.780538 5.486323 0.036 0.282 0.273
C -1.731495 -6.891771 3.471125 -0.100 -0.103 0.264
C -1.147880 -5.848464 2.873685 -0.052 -0.532 -0.770
O -0.853438 -5.862705 1.559701 0.058 0.520 0.737
H -0.875847 -3.653368 5.590555 -0.003 -0.030 0.015
H -2.437109 -6.444143 7.146206 0.021 0.068 0.073
H -1.992628 -7.792327 2.932498 0.018 0.022 0.001
H -0.438956 -4.998136 1.374720 -0.010 -0.081 -0.076
O -9.370272 9.886978 -3.423475 0.267 0.264 -0.150
C -8.332445 9.254889 -3.353852 -0.447 -0.555 0.256
C -8.277698 7.878304 -2.866264 -0.141 0.324 -0.090
C -7.110058 7.231272 -2.792824 -0.516 -0.743 0.310
O -7.032134 5.965608 -2.351175 0.455 0.736 -0.143
C -5.828162 7.883952 -3.199367 0.403 0.504 -0.274
O -4.783859 7.262920 -3.099542 -0.243 -0.277 0.073
C -5.885523 9.251986 -3.709328 0.179 -0.291 0.087
C -7.053354 9.898127 -3.785829 0.533 0.695 -0.345
O -7.132522 11.157045 -4.253928 -0.492 -0.669 0.331
H -9.211095 7.417902 -2.573486 0.028 -0.004 0.002
H -6.085087 5.734003 -2.395867 -0.095 -0.093 -0.034
H -4.953875 9.706968 -4.016687 -0.027 0.010 0.011
H -8.078766 11.394572 -4.205266 0.069 0.051 -0.021
O 4.966514 -9.971038 4.183461 0.373 0.040 0.084
C 5.349852 -9.265281 3.268293 -0.701 -0.005 -0.187
C 4.446073 -8.733767 2.250036 0.121 -0.174 0.285
C 4.915895 -7.975643 1.253046 -1.011 0.045 -0.275
O 4.099773 -7.474869 0.307197 1.011 0.002 0.435
C 6.371519 -7.648478 1.141803 0.668 0.020 0.164
O 6.761888 -6.970520 0.210502 -0.336 0.007 0.002
C 7.271526 -8.161184 2.174691 -0.081 0.138 -0.245
C 6.799790 -8.915680 3.171723 0.896 0.003 0.259
O 7.608121 -9.396939 4.135098 -0.841 0.002 -0.255
H 3.397024 -8.979619 2.341236 0.017 0.004 -0.022
H 4.673909 -6.964330 -0.304076 -0.177 -0.173 -0.145
H 8.318531 -7.903289 2.093070 -0.019 -0.019 0.006
H 7.027829 -9.908496 4.731247 0.092 0.007 -0.003
```
Forces are in eV/Å.